## a
{
  "formula": "C2H8N4",
  "method": "the ωB97M-V functional and the def2-TZVPD basis",
  "gap_ha": 0.345,
  "total_charge": 0,
  "elements": ["H", "H", "H", "H", "N", "C", "C", "N", "H", "N", "H", "H", "N", "H"],
  "coordinates": [[-2.10, 0.71, 1.16], [-2.08, 1.60, -0.45], [1.40, 0.31, -1.67], [-1.74, -1.75, -0.76], [-0.97, -1.30, -0.19], [1.34, 0.27, -0.56], [2.41, -0.10, 0.17], [-2.14, 0.71, 0.06], [0.24, 0.74, 1.03], [0.03, 0.72, 0.01], [2.25, -0.07, 1.31], [-0.96, -1.68, 0.72], [-1.05, 0.05, -0.41], [3.35, -0.19, -0.43]]
}



## b
{
  "formula": "C2H8N4",
  "method": "the ωB97M-V functional and the def2-TZVPD basis",
  "gap_ha": 0.358,
  "total_charge": 0,
  "elements": ["C", "H", "N", "H", "H", "H", "H", "H", "N", "N", "H", "N", "C", "H"],
  "coordinates": [[2.36, -0.10, -0.09], [2.45, -0.65, -1.02], [0.00, -0.33, 0.03], [0.06, -0.97, 0.83], [-2.48, 1.65, -0.24], [2.56, -0.83, 0.70], [-3.18, -0.47, -0.06], [3.16, 0.62, -0.16], [-1.49, 1.47, -0.04], [1.08, 0.58, -0.06], [1.01, 1.21, 0.72], [-2.23, -0.82, 0.01], [-1.29, 0.21, -0.02], [-2.01, -1.57, -0.61]]
}



Least stable: a



## a
{
  "formula": "C5H4S",
  "method": "the ωB97M-V functional and the def2-TZVPD basis",
  "gap_ha": 0.288,
  "total_charge": 0,
  "elements": ["H", "C", "H", "C", "C", "C", "H", "H", "S", "C"],
  "coordinates": [[0.04, 2.04, -3.64], [-0.53, 0.51, -0.04], [0.58, -2.42, 1.89], [0.20, -0.60, 0.48], [-0.27, 1.35, -2.60], [-0.15, 0.76, -1.54], [1.21, -0.87, -0.25], [-1.53, 1.11, 0.65], [0.13, -0.57, 3.23], [0.31, -1.31, 1.81]]
}



## b
{
  "formula": "C5H4S",
  "method": "the ωB97M-V functional and the def2-TZVPD basis",
  "gap_ha": 0.371,
  "total_charge": 0,
  "elements": ["S", "H", "C", "H", "H", "C", "C", "H", "C", "C"],
  "coordinates": [[-2.30, -0.61, -0.09], [-2.12, -1.00, 1.21], [-1.31, 0.90, 0.08], [-1.61, 1.68, 0.86], [4.73, -0.76, 0.18], [3.64, -0.46, 0.01], [1.27, 0.39, -0.06], [-1.47, 1.49, -0.76], [2.51, -0.16, -0.02], [0.11, 0.73, -0.03]]
}



## c
{
  "formula": "C5H4S",
  "method": "the ωB97M-V functional and the def2-TZVPD basis",
  "gap_ha": 0.284,
  "total_charge": 0,
  "elements": ["S", "C", "H", "H", "H", "C", "C", "C", "C", "H"],
  "coordinates": [[-2.49, 0.53, -0.12], [2.62, 1.02, 0.46], [-0.04, 0.56, -1.61], [0.38, -1.39, 0.74], [-0.65, -1.34, -0.74], [0.63, 0.15, -0.75], [-1.15, 0.20, 0.66], [1.80, 0.58, -0.41], [-0.12, -0.78, 0.07], [-0.98, 0.48, 1.68]]
}



Least stable: a



## a
{
  "formula": "C5H4S",
  "method": "the ωB97M-V functional and the def2-TZVPD basis",
  "gap_ha": [0.280, 0.257],
  "total_charge": 0,
  "elements": ["H", "C", "S", "H", "H", "C", "C", "C", "C", "H"],
  "coordinates": [[-1.15, 0.04, 1.24], [0.87, -1.46, 0.08], [1.77, 0.84, -0.24], [-1.73, 0.31, -0.59], [-0.08, 2.11, 0.59], [0.23, 1.25, 0.10], [-0.27, -1.08, -0.42], [-0.88, 0.21, 0.16], [1.93, -0.77, 0.43], [-0.69, -1.45, -1.35]]
}



## b
{
  "formula": "C5H4S",
  "method": "the ωB97M-V functional and the def2-TZVPD basis",
  "gap_ha": 0.275,
  "total_charge": 0,
  "elements": ["H", "C", "C", "S", "H", "H", "C", "H", "C", "C"],
  "coordinates": [[2.51, 1.47, -1.97], [2.01, 0.90, -1.08], [-0.17, -0.07, -0.13], [-1.79, -0.07, -0.25], [-0.05, 1.36, -1.71], [1.58, -1.22, 2.79], [0.61, 0.74, -0.99], [2.71, 0.31, -0.42], [0.39, -0.59, 1.04], [0.79, -1.11, 2.04]]
}



Least stable: a



## a
{
  "formula": "CH2IOP",
  "method": "the ωB97M-V functional and the def2-TZVPD basis",
  "gap_ha": 0.319,
  "total_charge": 0,
  "elements": ["H", "O", "C", "H", "I", "P"],
  "coordinates": [[0.17, -1.64, 0.56], [0.74, 1.68, -0.75], [0.67, 0.70, -0.08], [0.80, 0.62, 0.97], [-2.24, -0.23, 0.06], [-0.14, -1.14, -0.77]]
}



## b
{
  "formula": "CH2IOP",
  "method": "the ωB97M-V functional and the def2-TZVPD basis",
  "gap_ha": 0.350,
  "total_charge": 0,
  "elements": ["C", "H", "P", "I", "H", "O"],
  "coordinates": [[0.11, -0.42, 0.50], [-0.26, -0.86, 1.49], [0.35, 1.38, -0.02], [-1.79, -0.21, -0.49], [0.56, -1.11, -0.21], [1.03, 1.22, -1.28]]
}



## c
{
  "formula": "CH2IOP",
  "method": "the ωB97M-V functional and the def2-TZVPD basis",
  "gap_ha": [0.347, 0.192],
  "total_charge": 0,
  "elements": ["H", "C", "O", "I", "H", "P"],
  "coordinates": [[-0.92, -0.30, 0.55], [-1.36, 0.57, 0.14], [1.26, -1.73, 0.10], [0.42, 1.68, -0.02], [-1.65, 0.44, -0.88], [2.24, -0.66, 0.12]]
}



Least stable: c



## a
{
  "formula": "C3H4OS2",
  "method": "the ωB97M-V functional and the def2-TZVPD basis",
  "gap_ha": 0.344,
  "total_charge": 0,
  "elements": ["C", "S", "H", "S", "C", "H", "H", "O", "C", "H"],
  "coordinates": [[1.20, 1.00, 0.53], [2.43, 1.90, 0.73], [0.03, -1.42, -1.22], [0.17, 0.18, 1.70], [-0.80, -0.48, 0.43], [-0.88, 0.18, -1.68], [-1.89, -0.18, 0.64], [0.87, 0.69, -0.66], [-0.12, -0.23, -0.90], [-0.99, -1.65, 0.44]]
}



## b
{
  "formula": "C3H4OS2",
  "method": "the ωB97M-V functional and the def2-TZVPD basis",
  "gap_ha": 0.274,
  "total_charge": 0,
  "elements": ["S", "C", "O", "H", "H", "C", "C", "S", "H", "H"],
  "coordinates": [[1.48, 0.12, -0.58], [-0.47, -1.36, 0.48], [1.19, -0.05, -2.00], [0.10, -1.94, -0.23], [-0.22, -1.58, 1.50], [-0.97, -0.16, 0.21], [-1.26, 1.04, 0.17], [3.34, 0.62, -0.28], [-0.87, 2.06, 0.46], [-2.32, 1.24, 0.28]]
}



## c
{
  "formula": "C3H4OS2",
  "method": "the ωB97M-V functional and the def2-TZVPD basis",
  "gap_ha": 0.302,
  "total_charge": 0,
  "elements": ["C", "H", "H", "H", "S", "C", "H", "C", "O", "S"],
  "coordinates": [[-0.25, -0.88, -0.34], [-1.58, -0.62, 1.59], [2.75, 1.47, 0.17], [-0.22, -0.27, -1.24], [1.61, -0.58, 0.12], [-1.41, -0.42, 0.54], [-0.16, -2.00, -0.80], [1.60, 1.12, -0.01], [0.45, 1.85, 0.01], [-2.78, 0.33, -0.05]]
}



## d
{
  "formula": "C3H4OS2",
  "method": "the ωB97M-V functional and the def2-TZVPD basis",
  "gap_ha": [0.257, 0.257],
  "total_charge": 0,
  "elements": ["S", "H", "H", "C", "O", "C", "H", "H", "S", "C"],
  "coordinates": [[0.56, -2.28, 0.18], [-1.91, 0.68, -0.31], [-0.18, -0.89, -1.74], [-0.15, -0.77, -0.62], [-0.22, 0.89, 0.75], [-1.18, 0.06, 0.21], [-1.77, -0.55, 0.84], [1.78, 1.76, 0.84], [2.36, 0.82, -0.07], [0.72, 0.27, -0.08]]
}



Least stable: b



## a
{
  "formula": "C3H8OS",
  "method": "the ωB97M-V functional and the def2-TZVPD basis",
  "gap_ha": 0.364,
  "total_charge": 0,
  "elements": ["H", "C", "H", "H", "H", "H", "O", "S", "H", "C", "H", "C", "H"],
  "coordinates": [[0.30, 0.76, -1.28], [1.00, -0.08, -1.33], [0.69, -2.17, -0.99], [-0.88, 2.04, 1.31], [-2.60, 2.08, 0.52], [1.91, 0.30, -0.90], [-2.41, 1.26, 2.33], [0.89, -1.31, 1.25], [1.11, -0.41, -2.36], [0.45, -1.24, -0.48], [2.14, -1.77, 1.11], [-1.96, 1.81, 1.37], [-0.65, -1.26, -0.54]]
}



## b
{
  "formula": "C3H8OS",
  "method": "the ωB97M-V functional and the def2-TZVPD basis",
  "gap_ha": 0.372,
  "total_charge": 0,
  "elements": ["H", "C", "H", "H", "H", "S", "C", "H", "O", "H", "C", "H", "H"],
  "coordinates": [[0.34, -1.71, 1.70], [-0.43, 0.97, 0.41], [-1.51, 0.91, 0.42], [-0.09, -0.86, -1.10], [0.35, -3.97, 0.84], [0.17, 2.38, -0.61], [0.15, -0.50, -0.16], [-1.31, -1.90, 0.91], [0.26, -3.19, 0.19], [1.17, -0.27, -0.42], [-0.21, -1.84, 0.76], [-0.11, 1.15, 1.46], [-0.77, 2.30, -1.65]]
}



## c
{
  "formula": "C3H8OS",
  "method": "the ωB97M-V functional and the def2-TZVPD basis",
  "gap_ha": 0.368,
  "total_charge": 0,
  "elements": ["H", "H", "H", "C", "S", "C", "H", "H", "H", "H", "C", "O", "H"],
  "coordinates": [[-0.88, 1.46, -1.38], [1.88, 1.24, 0.65], [0.35, 1.77, 0.28], [1.84, 0.09, 0.90], [0.88, -0.35, -0.66], [-1.65, 0.50, 0.40], [-2.52, 1.00, 0.27], [-0.80, -1.24, 0.04], [-0.97, 0.59, 1.22], [1.51, -0.29, 1.71], [-0.44, 1.00, -0.47], [-1.73, -0.99, 0.25], [2.75, -0.49, 0.84]]
}



Least stable: c



## a
{
  "formula": "C3H8OS",
  "method": "the ωB97M-V functional and the def2-TZVPD basis",
  "gap_ha": 0.359,
  "total_charge": 0,
  "elements": ["C", "H", "C", "H", "H", "S", "H", "H", "O", "H", "C", "H", "H"],
  "coordinates": [[0.94, 5.14, 1.41], [0.31, -1.26, 0.44], [-1.24, -2.78, -0.40], [-1.32, -3.21, -1.50], [0.03, -0.99, -2.40], [0.88, -1.85, -1.86], [0.85, -2.72, 0.42], [-1.49, -3.45, 0.37], [1.12, 4.09, 1.97], [0.29, 5.90, 1.73], [0.16, -2.13, -0.19], [-2.07, -2.07, -0.41], [1.55, 5.33, 0.41]]
}



## b
{
  "formula": "C3H8OS",
  "method": "the ωB97M-V functional and the def2-TZVPD basis",
  "gap_ha": 0.356,
  "total_charge": 0,
  "elements": ["H", "H", "S", "O", "C", "C", "H", "H", "H", "H", "H", "C", "H"],
  "coordinates": [[-0.97, 0.22, 2.20], [0.39, 1.28, 2.58], [-0.93, 0.39, -0.84], [-0.11, -1.62, 0.85], [-0.40, 1.08, 1.86], [0.21, 0.79, 0.51], [1.16, -0.86, -0.61], [0.99, 1.47, 0.20], [-1.06, 1.94, 1.81], [0.58, -1.12, -3.00], [-0.42, -2.36, 0.32], [0.31, -0.61, 0.02], [-0.03, -1.14, -3.48]]
}



## c
{
  "formula": "C3H8OS",
  "method": "the ωB97M-V functional and the def2-TZVPD basis",
  "gap_ha": [0.330, 0.285],
  "total_charge": 0,
  "elements": ["H", "H", "C", "S", "O", "H", "H", "C", "H", "H", "C", "H", "H"],
  "coordinates": [[-0.54, -0.95, 2.26], [0.41, 1.20, -1.50], [-1.04, -0.37, 0.16], [-1.86, 1.17, 0.02], [0.97, 0.10, 1.32], [0.59, -0.30, -2.41], [-1.57, -1.23, -0.40], [0.97, 0.29, -1.63], [0.21, -1.80, 0.98], [-1.16, 1.92, 0.89], [-0.18, -0.82, 1.28], [1.19, 0.41, 0.51], [2.02, 0.38, -1.47]]
}



Least stable: c